DFT (the ωB97M-V functional and the def2-TZVPD basis) results for C48H48BBiN10PS as an isolated structure.

Its charge is +1. As for the spin multiplicity: 1. Its energy above the lowest of the compared OMol25 structures with the same formula, charge and spin is 17.56 kcal per mole.

Element x y z (Å)
Bi  -0.41933  1.25792  -0.19557
C  0.83320  0.41188  -3.87460
C  0.29809  1.81010  -4.00261
C  0.59711  2.59015  -5.13577
C  0.12442  3.86756  -5.20520
C  -0.60170  4.41077  -4.12531
C  -1.04311  5.74838  -4.10640
C  -1.68279  6.23544  -3.00525
C  -1.93422  5.41021  -1.89928
C  -1.56548  4.08417  -1.89164
S  -2.05739  3.14010  -0.47953
C  -0.86472  3.55291  -3.01885
N  -0.43883  2.26919  -3.01439
H  1.31444  0.09471  -4.79761
H  0.02511  -0.27954  -3.63112
H  1.56577  0.37190  -3.06391
H  1.19279  2.16931  -5.93460
H  0.31103  4.48110  -6.07838
H  -0.86436  6.37997  -4.96722
H  -2.00200  7.26836  -2.97595
H  -2.43496  5.81452  -1.02985
C  -3.95011  -3.21827  -2.36078
N  -3.61427  -2.68767  -0.97646
C  -4.85931  -1.98003  -0.41485
N  -5.31563  -0.98986  -1.31544
C  -5.61603  -1.55672  -2.61773
N  -4.43175  -2.18364  -3.20039
C  -3.41145  -1.19972  -3.55456
P  -2.74474  -0.21033  -2.09241
C  -2.45455  -1.75512  -1.04156
C  -4.43900  0.17596  -1.38442
H  -4.71085  -3.99142  -2.23953
H  -3.04435  -3.66019  -2.77864
H  -3.38425  -3.46831  -0.35970
H  -4.59450  -1.53505  0.54582
H  -5.62011  -2.75069  -0.27852
H  -5.96753  -0.76828  -3.28093
H  -6.40095  -2.30852  -2.51103
H  -3.84156  -0.50044  -4.27408
H  -2.58164  -1.70878  -4.05250
H  -2.19788  -1.43883  -0.03483
H  -1.60008  -2.30067  -1.44923
H  -4.89694  0.93687  -2.01931
H  -4.32567  0.59904  -0.38769
N  1.61198  2.83386  -1.22062
C  2.71179  2.80728  -1.55516
C  4.06739  2.75814  -1.98844
C  4.44166  3.41294  -3.16377
C  5.75077  3.32951  -3.60122
C  6.68295  2.59987  -2.87525
C  6.31218  1.96277  -1.69894
C  5.00710  2.03948  -1.24678
H  3.70596  3.98212  -3.71623
H  6.04676  3.83392  -4.51059
H  7.70271  2.52976  -3.22845
H  7.04147  1.40327  -1.12935
H  4.70826  1.55680  -0.32502
N  1.97983  -6.02322  2.79706
C  1.85574  -7.14244  3.58645
C  2.61208  -8.30245  3.70510
C  2.14483  -9.25972  4.58163
C  0.96830  -9.06873  5.32206
C  0.22416  -7.91401  5.21396
C  0.67472  -6.93408  4.32831
N  0.12614  -5.71620  3.99632
C  0.91574  -5.20638  3.09193
C  0.65851  -3.94392  2.40865
C  1.13184  -3.68059  1.12261
C  0.77812  -2.48966  0.51703
N  0.01516  -1.56495  1.09497
C  -0.40242  -1.80115  2.34048
C  -0.12536  -2.97026  3.02418
H  2.75182  -5.79466  2.19690
H  3.51873  -8.45045  3.13325
H  2.69657  -10.18240  4.69907
H  0.64153  -9.85460  5.98953
H  -0.67961  -7.75985  5.78673
H  1.73633  -4.40185  0.58886
H  1.11220  -2.26434  -0.49264
H  -0.99638  -1.02092  2.79863
H  -0.50478  -3.14512  4.02029
B  -4.21509  0.30844  2.73893
C  -2.98558  0.49464  1.84470
N  -2.07889  0.61607  1.13113
H  -3.90986  -0.44440  3.62505
H  -5.09193  -0.14386  2.03584
H  -4.48744  1.41177  3.12687
C  4.13752  0.18928  2.84408
C  3.59035  -0.13602  1.61550
C  2.45501  0.51031  1.14887
C  1.81985  1.50256  1.90826
C  2.39232  1.82467  3.15096
C  3.52669  1.17991  3.60414
N  0.64097  2.11665  1.48648
C  0.38846  3.44922  1.90209
C  -0.84410  3.81006  2.43705
C  -1.07804  5.12110  2.82412
C  -0.08730  6.08026  2.69060
C  1.14105  5.72804  2.14765
C  1.37681  4.42406  1.75036
H  5.01974  -0.31832  3.20911
H  4.05424  -0.89820  0.99947
H  2.06128  0.24333  0.17464
H  1.92510  2.58650  3.75908
H  3.93413  1.45018  4.56961
H  -1.61060  3.05608  2.55621
H  -2.03646  5.38766  3.25008
H  -0.26866  7.09647  3.01406
H  1.92147  6.47047  2.04073
H  2.33429  4.13686  1.33464

Atomic forces in eV per Å
Bi 1.052 0.688 -0.700
C -0.055 0.117 -0.006
C -0.277 0.051 0.215
C 0.048 0.067 -0.132
C 0.044 0.015 -0.005
C -0.072 -0.310 0.269
C -0.080 0.163 -0.012
C -0.018 0.167 -0.183
C 0.040 -0.340 0.141
C 0.129 0.035 -0.079
S -0.137 -0.056 -0.230
C -0.042 0.370 -0.304
N 0.128 -0.318 0.232
H 0.020 -0.083 0.035
H -0.007 -0.036 0.013
H 0.017 -0.028 -0.009
H -0.027 -0.011 -0.031
H 0.044 0.033 0.017
H 0.061 0.001 -0.003
H -0.018 0.009 0.007
H -0.001 0.031 0.021
C -0.050 -0.175 -0.246
N -0.083 -0.065 0.075
C -0.202 0.134 0.110
N -0.263 0.120 0.026
C 0.111 -0.021 0.076
N -0.150 -0.007 -0.216
C 0.257 0.280 0.049
P -0.677 -0.890 0.028
C 0.273 0.487 -0.228
C 0.301 0.066 -0.093
H 0.014 0.036 0.107
H 0.017 -0.004 0.110
H 0.013 0.013 -0.007
H 0.063 -0.103 -0.003
H 0.092 -0.057 -0.002
H -0.014 -0.030 -0.011
H 0.018 0.006 -0.007
H 0.039 -0.025 -0.024
H -0.019 0.035 -0.006
H -0.040 -0.117 0.106
H -0.046 -0.045 0.023
H -0.022 0.013 0.063
H -0.006 0.081 -0.011
N 0.198 -0.024 0.035
C -0.373 0.066 0.165
C 0.523 0.000 -0.173
C -0.110 -0.018 0.044
C 0.032 0.008 -0.023
C -0.034 -0.007 0.002
C 0.038 -0.016 -0.001
C -0.116 0.025 0.046
H -0.011 -0.013 -0.023
H -0.004 0.009 -0.006
H 0.018 0.014 0.011
H 0.013 0.009 0.004
H -0.017 -0.013 0.002
N -0.027 0.196 -0.133
C -0.342 -0.125 0.253
C 0.100 0.004 -0.052
C 0.068 0.022 -0.051
C -0.078 -0.032 0.076
C 0.014 0.044 -0.022
C 0.433 -0.166 -0.204
N -0.208 0.328 -0.046
C 0.047 -0.416 0.200
C -0.077 0.349 -0.181
C -0.019 -0.069 0.142
C -0.012 0.046 -0.080
N 0.064 0.109 0.015
C -0.051 -0.029 -0.012
C 0.111 -0.146 0.002
H 0.026 -0.025 0.017
H 0.006 -0.038 0.010
H 0.008 -0.006 0.007
H -0.001 0.015 0.025
H -0.018 -0.013 0.002
H 0.000 0.008 -0.044
H 0.059 -0.038 0.011
H -0.011 -0.016 0.050
H -0.016 0.041 0.026
B -0.345 -0.042 0.264
C 0.524 0.020 -0.488
N -0.743 -0.133 0.679
H 0.032 -0.096 0.099
H -0.074 -0.019 -0.085
H -0.107 0.086 0.101
C 0.055 -0.028 0.033
C 0.005 -0.101 -0.043
C -0.066 0.206 0.053
C 0.172 -0.151 0.121
C -0.063 0.017 -0.056
C -0.016 0.008 -0.030
N -0.241 -0.159 -0.013
C 0.033 0.109 0.010
C 0.161 -0.075 0.044
C -0.044 -0.001 0.045
C -0.042 0.061 -0.001
C 0.056 -0.011 0.029
C -0.081 -0.054 -0.009
H 0.018 0.004 -0.017
H -0.005 -0.019 0.003
H 0.095 -0.043 -0.045
H -0.005 0.003 0.030
H 0.006 -0.002 0.012
H -0.026 -0.015 0.045
H -0.015 0.000 -0.004
H -0.003 0.015 -0.015
H -0.003 0.011 -0.011
H 0.013 0.031 -0.017

These are the Löwdin partial charges, in e, on atoms 1 to 99: number 1, Bi, carries 1.44; number 2, C, carries -0.03; number 3, C, carries -0.35; number 4, C, carries -0.02; number 5, C, carries 0.00; number 6, C, carries -0.15; number 7, C, carries -0.03; number 8, C, carries -0.07; number 9, C, carries -0.11; number 10, C, carries -0.56; number 11, S, carries 0.60; number 12, C, carries -0.25; number 13, N, carries 0.04; number 14, H, carries 0.08; number 15, H, carries 0.05; number 16, H, carries 0.07; number 17, H, carries 0.11; number 18, H, carries 0.12; number 19, H, carries 0.12; number 20, H, carries 0.11; number 21, H, carries 0.10; number 22, C, carries -0.12; number 23, N, carries -0.06; number 24, C, carries -0.10; number 25, N, carries -0.14; number 26, C, carries -0.15; number 27, N, carries -0.15; number 28, C, carries -0.31; number 29, P, carries 1.00; number 30, C, carries -0.29; number 31, C, carries -0.30; number 32, H, carries 0.15; number 33, H, carries 0.14; number 34, H, carries 0.19; number 35, H, carries 0.11; number 36, H, carries 0.15; number 37, H, carries 0.14; number 38, H, carries 0.14; number 39, H, carries 0.10; number 40, H, carries 0.09; number 41, H, carries 0.04; number 42, H, carries 0.09; number 43, H, carries 0.10; number 44, H, carries 0.06; number 45, N, carries 0.16; number 46, C, carries -0.11; number 47, C, carries -0.21; number 48, C, carries -0.02; number 49, C, carries -0.06; number 50, C, carries -0.06; number 51, C, carries -0.06; number 52, C, carries -0.01; number 53, H, carries 0.12; number 54, H, carries 0.11; number 55, H, carries 0.11; number 56, H, carries 0.11; number 57, H, carries 0.10; number 58, N, carries 0.16; number 59, C, carries -0.19; number 60, C, carries -0.02; number 61, C, carries -0.09; number 62, C, carries -0.09; number 63, C, carries -0.01; number 64, C, carries -0.22; number 65, N, carries 0.18; number 66, C, carries -0.29; number 67, C, carries -0.13; number 68, C, carries -0.01; number 69, C, carries -0.17; number 70, N, carries 0.00; number 71, C, carries -0.11; number 72, C, carries 0.02; number 73, H, carries 0.16; number 74, H, carries 0.11; number 75, H, carries 0.10; number 76, H, carries 0.10; number 77, H, carries 0.11; number 78, H, carries 0.11; number 79, H, carries 0.11; number 80, H, carries 0.10; number 81, H, carries 0.12; number 82, B, carries -0.39; number 83, C, carries -0.23; number 84, N, carries -0.10; number 85, H, carries 0.02; number 86, H, carries 0.01; number 87, H, carries 0.03; number 88, C, carries -0.10; number 89, C, carries -0.12; number 90, C, carries -0.13; number 91, C, carries -0.33; number 92, C, carries -0.02; number 93, C, carries -0.08; number 94, N, carries -0.21; number 95, C, carries -0.36; number 96, C, carries -0.08; number 97, C, carries -0.08; number 98, C, carries -0.09; number 99, C, carries -0.08

DFT (the ωB97M-V functional and the def2-TZVPD basis) results for C10H20ClF6MgO10S2 as an isolated structure.

Its charge is -1. As for the spin multiplicity: 1.

Element x y z (Å)
Mg  0.64849  0.13412  0.53701
Cl  2.09328  1.94372  0.58289
C  -1.23048  -0.26020  4.49218
F  -1.13433  0.03106  5.78789
F  -0.53940  -1.37552  4.25538
F  -2.52361  -0.53437  4.23303
S  -0.62345  1.13517  3.46733
O  0.54567  1.57129  4.14708
O  -0.42446  0.45863  2.17482
O  -1.75301  2.02794  3.44172
C  4.17037  -1.95322  1.21583
F  4.46435  -0.86527  0.48785
F  3.85959  -2.92811  0.34242
F  5.28208  -2.32010  1.84672
S  2.79456  -1.66609  2.40330
O  1.74456  -1.20381  1.48712
O  2.56505  -2.99663  2.90035
O  3.29093  -0.68704  3.30513
C  -1.92288  1.70198  -0.18052
O  -0.70350  1.17143  -0.67361
C  -0.29800  1.81032  -1.87669
C  -1.15973  1.56987  -3.08463
O  -2.37295  2.27787  -3.09365
C  -2.29074  3.52105  -3.77322
H  -2.01172  1.45787  0.87871
H  -2.79312  1.30289  -0.70053
H  -1.90174  2.79455  -0.18275
H  0.72040  1.45288  -2.05468
H  -0.12552  2.87989  -1.69434
H  -1.38606  0.50463  -3.19211
H  -0.51996  1.84675  -3.93777
H  -2.00257  3.36043  -4.82159
H  -1.52895  4.17778  -3.33432
H  -3.25727  4.00911  -3.71530
C  -2.22614  -1.60891  0.91931
O  -1.00335  -1.32388  0.26740
C  -0.75112  -2.16536  -0.82176
C  0.73555  -2.22024  -1.05810
O  1.27802  -0.89624  -1.01434
C  2.30779  -0.69923  -1.96142
H  -3.04206  -1.65306  0.18622
H  -2.44437  -0.79170  1.60006
H  -2.16697  -2.54180  1.48428
H  -1.26013  -1.78880  -1.72494
H  -1.13305  -3.17953  -0.65469
H  0.96073  -2.76279  -1.98332
H  1.26752  -2.81329  -0.30506
H  3.20418  -1.26016  -1.67672
H  2.58907  0.35288  -1.95849
H  2.00849  -0.99876  -2.96948

Atomic forces in eV per Å
Mg 0.016 0.810 1.454
Cl 0.188 0.209 -0.462
C 0.051 -0.132 -0.145
F -0.051 0.000 0.210
F 0.117 -0.158 0.077
F -0.151 -0.053 -0.054
S -0.432 0.090 -0.044
O 0.503 0.074 0.029
O -0.184 0.160 0.326
O -0.189 0.180 -0.145
C -0.001 0.433 -0.004
F -0.060 0.058 0.013
F -0.112 -0.252 -0.239
F 0.276 -0.178 0.181
S -0.113 -0.399 -0.350
O 0.233 -0.534 0.418
O -0.162 -0.080 0.044
O 0.198 0.373 0.329
C -0.395 0.180 1.186
O -0.587 0.425 -0.792
C 1.129 0.179 0.510
C 0.500 -0.227 -0.164
O -0.367 0.396 -0.287
C 0.511 -0.263 0.057
H 0.155 -0.245 -0.151
H 0.077 0.145 -0.285
H -0.044 -0.007 -0.434
H -0.220 -0.170 -0.165
H -0.406 0.006 0.071
H -0.069 0.018 0.118
H -0.263 0.009 -0.119
H -0.180 0.032 0.020
H -0.109 -0.026 0.106
H -0.104 -0.039 0.007
C -0.387 0.331 0.084
O 0.097 -0.372 0.151
C -0.024 -0.198 -0.629
C 0.663 -0.832 0.499
O -0.491 -0.856 -1.873
C 0.981 0.255 -0.031
H 0.093 -0.130 -0.003
H 0.169 -0.034 0.065
H 0.058 -0.039 -0.073
H -0.006 0.123 0.140
H 0.116 0.013 0.151
H -0.151 0.578 -0.306
H -0.330 0.212 0.277
H -0.161 -0.063 0.001
H -0.135 0.010 0.158
H -0.250 -0.011 0.072

Charges in e, computed with Löwdin, in the same order as the atoms: number 1, Mg, carries 0.28; number 2, Cl, carries 0.00; number 3, C, carries -0.66; number 4, F, carries 0.13; number 5, F, carries 0.13; number 6, F, carries 0.10; number 7, S, carries 0.50; number 8, O, carries -0.25; number 9, O, carries -0.38; number 10, O, carries -0.29; number 11, C, carries -0.66; number 12, F, carries 0.11; number 13, F, carries 0.10; number 14, F, carries 0.13; number 15, S, carries 0.49; number 16, O, carries -0.36; number 17, O, carries -0.29; number 18, O, carries -0.25; number 19, C, carries -0.05; number 20, O, carries -0.27; number 21, C, carries -0.20; number 22, C, carries -0.21; number 23, O, carries -0.19; number 24, C, carries -0.10; number 25, H, carries 0.07; number 26, H, carries 0.10; number 27, H, carries 0.11; number 28, H, carries 0.09; number 29, H, carries 0.14; number 30, H, carries 0.13; number 31, H, carries 0.13; number 32, H, carries 0.09; number 33, H, carries 0.09; number 34, H, carries 0.09; number 35, C, carries -0.05; number 36, O, carries -0.23; number 37, C, carries -0.18; number 38, C, carries -0.15; number 39, O, carries -0.27; number 40, C, carries -0.07; number 41, H, carries 0.10; number 42, H, carries 0.08; number 43, H, carries 0.11; number 44, H, carries 0.13; number 45, H, carries 0.14; number 46, H, carries 0.14; number 47, H, carries 0.13; number 48, H, carries 0.09; number 49, H, carries 0.08; number 50, H, carries 0.10

Calculated gap between HOMO and LUMO, 6.8; 8.1 eV (same order as the records).
Calculated F_max, 1.4; 2.1 eV/Å (same order as the records).